# ClH3N2S2

ClH3N2S2 as an isolated structure at a distorted geometry (ωB97M-V with the def2-TZVPD basis set, the Open Molecules 2025 dataset).

Last column: Mulliken spin population.
Element x y z (Å)
Cl  -2.714  1.253  0.252  0.1123
S  -2.462  -1.402  -0.885  -0.0015
S  -0.200  -1.713  1.041  0.8881
N  -1.247  -0.755  0.486  0.2902
N  -1.508  0.367  0.963  0.7092
H  0.457  2.018  1.652  0.0007
H  -1.823  -2.593  -1.224  0.0003
H  1.024  1.569  1.355  0.0006

Relative energy (zero: lowest compared OMol25 entry of this formula, charge and spin) = 1.7352 eV
LUMO energy (spin up / spin down) = -0.5 / -2.7 eV
Charge = 0
2S+1 = 3
HOMO-LUMO gap (spin up / spin down) = 0.2491 / 0.2515 Ha

---

# C10H14N2NiP

C10H14N2NiP as an isolated structure at a distorted geometry (ωB97M-V with the def2-TZVPD basis set, the Open Molecules 2025 dataset).

Last column: Mulliken spin population.
Element x y z (Å)
Ni  -0.402  -0.286  -0.477  0.2778
P  0.250  1.831  -0.175  0.4319
N  -0.411  -1.287  5.848  0.0024
N  -0.209  -0.440  1.771  -0.3048
C  0.899  0.661  -1.341  0.6781
C  -0.297  -0.966  4.530  0.0670
C  -0.575  -0.897  -2.624  0.4611
C  -1.106  0.184  2.566  -0.0294
C  -0.129  0.385  -2.303  -0.1508
C  0.721  -1.516  3.714  -0.0874
C  0.715  -1.252  2.347  0.2368
C  0.095  -1.948  -0.508  0.7923
C  -1.238  -0.110  3.915  0.0300
C  -0.432  -2.001  -1.760  -0.4872
H  1.956  0.454  -1.439  -0.2601
H  0.251  -2.801  0.148  0.1334
H  1.444  -1.733  1.688  0.0132
H  0.243  -1.897  6.317  -0.0045
H  -1.145  -0.916  6.436  -0.0046
H  -0.729  -2.958  -2.196  0.0127
H  -1.740  0.936  2.094  0.0786
H  0.176  3.049  -0.909  0.0183
H  -1.002  -1.061  -3.610  0.0894
H  0.891  2.069  1.082  0.0527
H  -0.546  1.248  -2.833  -0.1403
H  -2.054  0.324  4.489  -0.0061
H  -1.110  1.264  -0.060  0.1102
H  1.475  -2.174  4.145  -0.0107

Relative energy (zero: lowest compared OMol25 entry of this formula, charge and spin) = 5.8327 eV
LUMO energy (spin up / spin down) = 2.9 / 2.8 eV
Charge = -1
2S+1 = 3
HOMO-LUMO gap (spin up / spin down) = 0.1003 / 0.1570 Ha

---

# C5H11NO2

C5H11NO2 as an isolated structure at a distorted geometry (ωB97M-V with the def2-TZVPD basis set, the Open Molecules 2025 dataset).

Last column: natural (NBO) charge in e.
Element x y z (Å)
O  0.716  2.827  0.515  -0.4305
O  -0.138  -1.316  -2.425  -1.2970
N  -1.175  -0.201  1.563  -0.8994
C  0.235  -2.440  0.175  -0.3444
C  1.422  -1.904  -0.364  -0.3075
C  -0.967  1.096  0.960  -0.0973
C  -0.558  1.047  -0.472  -0.3837
C  0.505  1.616  0.654  0.2768
H  0.249  -1.421  -0.574  0.4374
H  1.884  -2.091  -1.317  0.2950
H  -0.809  0.035  -0.841  0.3134
H  -0.257  -3.290  -0.306  0.2568
H  -2.154  -0.200  1.863  0.3702
H  -0.669  1.939  -1.071  0.2760
H  -0.334  -1.622  -3.313  0.4447
H  1.873  -1.141  0.308  0.2186
H  1.362  1.099  1.078  0.1845
H  -1.240  1.311  1.989  0.3942
H  -0.235  -2.020  1.048  0.2922

Relative energy (zero: lowest compared OMol25 entry of this formula, charge and spin) = 13.4666 eV
LUMO energy = -2.5 eV
Charge = 0
HOMO-LUMO gap = 0.1978 Ha

---

# C4H20N3O5

A 5-piece molecular cluster, C4H20N3O5 overall at a distorted geometry (ωB97M-V with the def2-TZVPD basis set, the Open Molecules 2025 dataset).

Last column: natural (NBO) charge in e.
Element x y z (Å)
O  -2.427  1.157  -1.332  -0.9894
O  -2.826  2.429  0.846  -0.9722
O  1.630  3.647  0.383  -0.9510
O  0.156  -1.603  -3.223  -0.9480
O  1.760  0.967  -0.897  -0.5960
N  0.045  1.354  0.944  -0.7508
N  0.841  -3.206  0.812  -0.8591
N  2.435  -1.142  -0.408  -0.8479
C  0.553  -0.073  0.834  -0.1333
C  -0.277  -2.314  1.323  -0.2193
C  -0.500  -1.076  0.401  -0.4454
C  1.695  0.000  -0.146  0.6619
H  -2.332  0.447  -2.043  0.4981
H  -3.275  3.203  1.059  0.4873
H  -0.908  1.503  0.340  0.5000
H  1.827  4.085  -0.394  0.4959
H  -0.017  -1.420  -4.192  0.4827
H  0.988  -0.313  1.767  0.2276
H  0.464  -3.746  0.032  0.3712
H  -3.423  1.641  0.907  0.4965
H  1.006  -3.940  1.546  0.3735
H  1.997  4.060  1.125  0.4879
H  -2.915  1.944  -1.654  0.5026
H  -1.514  -0.706  0.505  0.2359
H  2.590  -1.851  0.427  0.4299
H  -0.073  -2.051  2.418  0.1954
H  2.653  -1.610  -1.272  0.4271
H  -0.082  1.785  1.793  0.4214
H  0.889  -1.008  -3.076  0.4679
H  -1.256  -2.839  1.386  0.1947
H  0.761  1.996  0.456  0.4987
H  -0.467  -1.320  -0.668  0.2565

Relative energy (zero: lowest compared OMol25 entry of this formula, charge and spin) = 1.9805 eV
LUMO energy = -2.5 eV
Charge = +1
HOMO-LUMO gap = 0.3711 Ha

---

# C5H5I

A 2-piece molecular cluster, C5H5I overall at a distorted geometry (ωB97M-V with the def2-TZVPD basis set, the Open Molecules 2025 dataset).

Last column: natural (NBO) charge in e.
Element x y z (Å)
I  -0.640  0.259  2.362  0.2974
C  1.761  1.567  0.560  -0.2619
C  -0.234  -0.919  -0.604  0.0046
C  -1.448  -0.203  -0.767  -0.7191
C  0.877  0.990  1.191  -0.2903
C  0.821  -1.445  -0.362  -0.2618
H  -1.305  0.873  -0.402  0.2460
H  -2.117  -0.792  -0.145  0.2431
H  -1.966  -0.179  -1.782  0.2446
H  1.658  -2.034  0.012  0.2451
H  2.593  1.884  -0.064  0.2522

Relative energy (zero: lowest compared OMol25 entry of this formula, charge and spin) = 0.4045 eV
LUMO energy = 0.2 eV
Charge = 0
HOMO-LUMO gap = 0.3449 Ha

---

# C14H26N2O3S

An isolated molecule of C14H26N2O3S at a distorted geometry (ωB97M-V with the def2-TZVPD basis set, the Open Molecules 2025 dataset).

Last column: natural (NBO) charge in e.
Element x y z (Å)
S  2.368  -3.158  0.164  2.3024
O  1.393  -4.194  0.375  -0.9530
O  3.339  -2.922  1.190  -0.9467
O  -1.014  1.106  2.495  -0.6466
N  1.607  -1.699  -0.212  -0.6917
N  -0.506  -0.806  1.448  -0.4472
C  4.226  -2.390  -1.648  -0.6289
C  -1.600  3.503  0.547  -0.4222
C  -0.584  3.837  -0.560  -0.4068
C  0.229  -1.837  -0.632  -0.2339
C  0.861  -0.748  1.931  -0.2499
C  -0.717  -1.935  0.575  -0.2379
C  3.232  -3.498  -1.396  -0.6363
C  -1.024  3.025  -1.785  -0.3993
C  1.809  -0.621  0.737  -0.2360
C  -1.348  0.225  1.725  0.6970
C  -2.616  2.534  -0.083  -0.2149
C  -3.315  1.612  0.933  -0.3861
C  -1.799  1.857  -1.185  -0.3969
C  -2.721  0.207  1.075  -0.5032
H  -2.701  -0.272  0.098  0.2095
H  2.844  -0.673  1.071  0.2419
H  0.152  -2.743  -1.233  0.2242
H  4.816  -2.589  -2.541  0.2222
H  -1.687  3.621  -2.415  0.1959
H  3.705  -1.444  -1.772  0.2225
H  1.097  -1.667  2.478  0.2032
H  -1.751  -2.002  0.245  0.2190
H  -3.374  -0.380  1.728  0.2378
H  -1.092  1.152  -0.746  0.1807
H  4.894  -2.307  -0.794  0.2314
H  1.635  0.326  0.215  0.2034
H  -4.361  1.491  0.641  0.2045
H  -0.180  2.701  -2.395  0.2033
H  0.420  3.540  -0.254  0.1985
H  -0.466  -2.852  1.121  0.2242
H  -3.296  2.097  1.910  0.2268
H  -1.107  3.018  1.387  0.2398
H  -0.026  -0.968  -1.248  0.2046
H  0.949  0.113  2.595  0.2569
H  2.465  -3.564  -2.162  0.2306
H  -3.393  3.132  -0.574  0.1968
H  -0.558  4.903  -0.782  0.2064
H  3.710  -4.465  -1.268  0.2432
H  -2.417  1.337  -1.918  0.2062
H  -2.097  4.396  0.923  0.2046

Relative energy (zero: lowest compared OMol25 entry of this formula, charge and spin) = 1.0998 eV
LUMO energy = 0.6 eV
Charge = 0
HOMO-LUMO gap = 0.3508 Ha

---

| no. | E (eV) |
| --- | --- |
| 1 | -37214.7595 |
| 2 | -63899.9646 |
| 3 | -10935.8003 |
| 4 | -19173.8907 |
| 5 | -13361.5769 |
| 6 | -34898.1982 |